Entry from the Open Molecules 2025 dataset: 18 unconnected molecules or ions with the total composition C2H40O17S2 in a non-equilibrium geometry (ωB97M-V/def2-TZVPD).

```
! wB97M-V def2-TZVPD RIJCOSX def2/J DEFGRID3
* xyz 0 1
H -3.9046 -1.1661 -2.7242
O -3.1737 -0.7856 -2.2029
H 2.1507 4.1892 -1.6868
O -2.3586 -1.7925 2.6795
C 0.1371 -0.4888 -0.5583
H -0.3242 2.4707 1.2967
H 2.9081 1.7135 1.2605
O 1.4683 0.0201 2.6133
H 1.5096 -0.8850 3.0036
H 1.1770 3.3146 -0.7683
H 2.3750 -2.7210 2.3960
H -1.7400 -1.0477 2.5923
C 0.1241 -1.8968 -0.0101
S -0.5443 -4.8097 -0.7301
H 2.0596 0.0244 1.8255
H 1.1865 2.9208 1.1262
H -0.8939 3.2850 -2.1123
S 0.1969 -3.0659 -1.4041
H -2.5269 0.7720 1.7668
H -1.7367 -0.0455 -3.0525
H -3.5787 0.7794 -1.5341
H 2.5862 2.1304 2.7277
H 0.3011 0.2209 0.2486
H -0.9521 1.2436 -2.7592
H -1.8703 -4.6524 -0.8946
O 3.0368 1.0945 -1.8743
O 1.6184 -0.3303 -3.6477
O 0.2685 3.0780 0.7832
O 1.7920 -2.5447 3.1723
H 3.1325 0.4730 -0.5180
H -3.6140 0.9728 0.6867
H -0.6526 2.6814 -0.7048
O -0.9729 0.4864 -3.3811
O 1.5663 3.4005 -1.6667
O 3.3254 0.1531 0.4641
H -3.2040 -1.3805 2.8436
H 4.2882 0.2973 0.6079
H 2.5884 0.5496 -2.5717
H 2.5079 1.9288 -1.8423
H -3.6634 -1.0372 0.6451
O -1.1365 2.5507 -1.5531
O -3.5774 -1.9299 0.2194
H -0.7971 -0.2281 -1.0501
H 0.9214 -0.3226 -1.2929
O -0.9022 1.1968 2.4659
O 3.2884 -2.5879 0.9213
H 1.1031 -3.2268 3.1437
H 0.9669 -2.0568 0.6591
H 1.5793 -1.2691 -3.8436
H -2.8188 2.0567 -1.1808
O -3.4297 0.4731 1.5231
H 3.1175 -3.1223 0.1430
O 2.6954 2.4850 1.8298
H 0.6677 -0.0256 -3.6387
H -0.0347 0.6870 2.4551
H -2.9811 -2.3828 0.8304
H -0.9497 1.5759 3.3583
H 3.3096 -1.6341 0.6643
O -3.6690 1.5919 -0.9929
H -3.1853 -1.3153 -1.3528
H -0.7616 -2.0661 0.5961
*
```

Its gap between HOMO and LUMO is 9.296 eV. The molar mass is 400.459 g/mol. The value obtained for the relative energy (zero: lowest compared OMol25 entry of this formula, charge and spin) is 0.0 kcal/mol. The HOMO energy comes out at -9.232 eV.